Below is C5H7NO in the gas phase, with properties calculated with ωB97M-V/def2-TZVPD.

Each line ends with the Mulliken charge.
Element x y z (Å)
1 C 1.2532 0.6323 1.8551  -0.949
2 C 0.7204 0.2734 0.6790  0.840
3 C 0.5008 -0.9289 -0.1083  -0.814
4 C -0.5624 -0.6470 -0.9113  0.498
5 N -1.3003 -1.4516 -1.7409  -0.478
6 O -0.9787 0.6444 -0.8932  -0.416
7 C -0.0186 1.3357 -0.0743  -0.506
8 H 2.0349 0.1280 2.4009  0.271
9 H 0.8189 1.5040 2.3364  0.216
10 H 0.8506 -1.9282 0.1144  0.306
11 H -2.1813 -1.0638 -2.0471  0.258
12 H -1.3495 -2.4263 -1.4852  0.243
13 H -0.4453 2.0552 0.6265  0.349
14 H 0.6573 1.8727 -0.7519  0.183

Calculated values
* multiplicity: 1
* structure (SMILES): C=C1C=C(N)OC1
* ΔE to the lowest compared entry with this formula, charge and spin: 34.1 kcal per mole
* orbital gap: 8.37 eV
* E_HOMO: -7.5 eV